ORCA calculation (wB97M-V/def2-TZVPD) on 15 unconnected molecules or ions with the total composition C60H94N4O22.

Each line ends with the Mulliken charge.
Geometry (Å):
O (-2.337, 3.932, 6.760)  -0.644
C (-1.823, 3.887, 5.647)  0.486
O (-0.432, 3.911, 5.480)  -0.366
C (-0.340, 4.288, 4.104)  -0.548
C (-1.436, 3.505, 3.410)  1.709
C (-2.583, 3.899, 4.348)  -0.413
H (0.668, 4.166, 3.805)  0.148
H (-0.505, 5.366, 4.154)  0.364
H (-1.255, 2.410, 3.460)  -0.839
H (-1.556, 3.815, 2.355)  -0.459
H (-3.399, 3.195, 4.396)  0.233
H (-3.056, 4.891, 4.141)  0.345
O (-2.372, -2.165, -0.776)  -0.681
C (-3.310, -1.746, -1.415)  -0.089
O (-4.568, -2.268, -1.274)  -0.501
C (-5.567, -1.564, -2.069)  -0.511
C (-4.802, -0.512, -2.867)  -0.768
C (-3.397, -0.534, -2.262)  2.581
H (-6.283, -1.169, -1.257)  0.208
H (-6.094, -2.326, -2.659)  0.296
H (-5.325, 0.424, -2.788)  0.449
H (-4.750, -0.789, -3.905)  0.358
H (-3.067, 0.251, -1.566)  -0.904
H (-2.650, -0.585, -3.030)  -1.004
O (2.475, 3.164, -2.230)  -0.539
C (2.167, 3.568, -3.304)  0.072
O (1.743, 4.855, -3.488)  -0.367
C (1.543, 5.051, -4.931)  -0.851
C (1.461, 3.700, -5.622)  0.070
C (2.188, 2.803, -4.547)  0.657
H (2.454, 5.559, -5.240)  0.261
H (0.715, 5.742, -5.054)  0.517
H (1.973, 3.680, -6.605)  0.415
H (0.407, 3.403, -5.690)  -0.284
H (3.228, 2.586, -4.785)  0.414
H (1.743, 1.831, -4.358)  -0.509
O (-3.044, -2.793, -4.285)  -0.604
C (-1.978, -3.116, -3.883)  0.214
O (-1.025, -2.189, -3.685)  -0.045
C (0.165, -2.754, -3.197)  1.752
C (0.109, -4.259, -3.458)  -0.578
C (-1.370, -4.474, -3.486)  -0.380
H (0.286, -2.515, -2.136)  -0.826
H (0.934, -2.142, -3.712)  -0.692
H (0.609, -4.821, -2.676)  0.443
H (0.566, -4.602, -4.408)  0.372
H (-1.747, -4.655, -2.497)  -0.147
H (-1.753, -5.273, -4.150)  0.469
O (1.254, -2.544, -0.377)  -0.360
C (0.668, -3.386, 0.277)  -0.172
O (0.694, -4.676, -0.137)  -0.408
C (-0.372, -5.334, 0.540)  -0.773
C (-0.619, -4.541, 1.846)  -0.270
C (-0.289, -3.147, 1.406)  3.256
H (-0.004, -6.373, 0.639)  0.448
H (-1.274, -5.402, -0.076)  0.191
H (0.092, -4.855, 2.645)  -0.027
H (-1.575, -4.812, 2.265)  0.246
H (0.125, -2.500, 2.174)  -1.050
H (-1.177, -2.669, 0.931)  -1.316
O (-0.629, -3.023, 4.754)  -0.371
C (-1.337, -4.005, 4.973)  0.310
O (-0.789, -5.123, 5.486)  -0.412
C (-1.878, -6.027, 5.877)  -0.620
C (-2.965, -5.702, 4.925)  -0.401
C (-2.826, -4.215, 4.832)  -0.109
H (-2.081, -5.867, 6.925)  0.286
H (-1.422, -7.006, 5.760)  0.363
H (-3.972, -6.004, 5.292)  0.366
H (-2.782, -6.198, 3.970)  0.215
H (-3.259, -3.720, 5.716)  0.400
H (-3.136, -3.778, 3.878)  0.041
O (5.879, -1.592, -0.290)  -0.644
C (5.536, -0.535, 0.164)  0.240
O (6.354, 0.137, 0.952)  -0.419
C (5.692, 1.264, 1.543)  -0.523
C (4.385, 1.499, 0.656)  0.761
C (4.246, 0.221, -0.147)  0.732
H (6.394, 2.100, 1.473)  0.392
H (5.427, 1.108, 2.562)  0.194
H (4.593, 2.377, 0.066)  0.187
H (3.526, 1.721, 1.243)  -0.990
H (4.211, 0.386, -1.173)  0.246
H (3.355, -0.342, 0.134)  -0.375
O (3.772, 4.578, 2.363)  -0.638
C (2.932, 4.771, 1.532)  0.360
O (1.713, 4.133, 1.555)  0.011
C (0.815, 4.605, 0.552)  1.331
C (1.523, 5.808, -0.141)  -0.504
C (2.971, 5.666, 0.303)  -0.420
H (-0.095, 4.986, 1.024)  0.001
H (0.578, 3.756, -0.106)  -1.004
H (1.109, 6.785, 0.233)  0.356
H (1.428, 5.887, -1.238)  0.220
H (3.537, 6.603, 0.510)  0.410
H (3.518, 5.103, -0.447)  0.030
O (-3.817, 0.815, -8.219)  -0.628
C (-2.792, 0.858, -7.573)  0.371
O (-2.731, 1.406, -6.296)  -0.305
C (-1.506, 1.104, -5.655)  1.595
C (-0.716, 0.144, -6.658)  -0.130
C (-1.436, 0.331, -7.950)  -0.493
H (-1.684, 0.621, -4.700)  -0.771
H (-1.026, 2.057, -5.414)  -0.446
H (-0.765, -0.868, -6.220)  -0.092
H (0.342, 0.378, -6.732)  0.335
H (-1.623, -0.566, -8.542)  0.311
H (-0.882, 1.003, -8.628)  0.268
O (-2.094, 5.426, -4.431)  -0.652
C (-2.543, 4.770, -3.515)  0.382
O (-2.320, 5.271, -2.263)  -0.401
C (-2.869, 4.398, -1.261)  -0.124
C (-3.455, 3.200, -1.968)  0.992
C (-3.365, 3.545, -3.475)  0.447
H (-3.600, 4.907, -0.674)  0.272
H (-2.083, 4.151, -0.538)  -0.168
H (-4.526, 3.011, -1.756)  0.634
H (-2.912, 2.313, -1.718)  -1.164
H (-4.302, 3.716, -4.033)  0.402
H (-2.780, 2.855, -4.029)  -0.583
O (3.758, -0.901, 2.759)  -0.474
C (3.452, -2.042, 2.921)  -0.048
O (3.838, -3.037, 2.096)  -0.369
C (3.443, -4.273, 2.615)  -0.172
C (2.913, -3.967, 4.053)  -0.782
C (2.553, -2.528, 3.989)  1.699
H (4.362, -4.894, 2.724)  0.368
H (2.684, -4.768, 1.966)  0.014
H (3.714, -4.070, 4.793)  0.378
H (2.097, -4.683, 4.322)  0.084
H (2.735, -1.919, 4.883)  0.528
H (1.523, -2.374, 3.673)  -1.032
C (-5.381, -1.446, 2.105)  -1.064
C (-4.431, -0.989, 3.206)  -0.347
C (-3.177, -0.357, 2.523)  2.838
C (-3.533, 0.718, 1.617)  0.082
N (-3.956, 1.506, 0.886)  -0.663
H (-5.593, -0.752, 1.312)  0.305
H (-6.324, -1.808, 2.493)  0.466
H (-4.932, -2.339, 1.523)  0.118
H (-4.009, -1.775, 3.844)  0.027
H (-4.866, -0.256, 3.892)  0.470
H (-2.661, -1.116, 1.971)  -1.306
H (-2.479, 0.018, 3.248)  -0.693
C (3.580, -0.576, -3.676)  -0.279
C (4.129, -1.846, -3.041)  0.666
C (4.587, -2.843, -4.159)  -0.436
C (5.453, -2.207, -5.114)  0.187
N (6.068, -1.676, -5.914)  -0.498
H (2.579, -0.734, -4.063)  0.033
H (4.183, -0.045, -4.460)  0.387
H (3.367, 0.191, -2.903)  -0.274
H (3.313, -2.265, -2.401)  -0.335
H (4.948, -1.647, -2.376)  0.195
H (3.717, -3.212, -4.691)  0.111
H (5.043, -3.696, -3.664)  0.469
C (2.272, 1.528, 5.191)  -0.009
C (1.837, 0.863, 6.485)  -1.046
C (0.732, -0.186, 6.382)  0.748
C (-0.459, 0.508, 5.785)  0.031
N (-1.407, 0.842, 5.240)  -0.481
H (3.371, 1.793, 5.252)  0.402
H (1.722, 2.428, 5.060)  -0.044
H (2.178, 0.813, 4.372)  -0.238
H (1.447, 1.603, 7.167)  0.479
H (2.681, 0.322, 6.939)  0.349
H (0.472, -0.667, 7.351)  0.483
H (1.038, -0.879, 5.622)  -0.733
C (0.872, 0.347, 1.656)  0.792
C (-0.083, 0.632, 0.522)  1.009
C (0.731, 0.796, -0.777)  1.768
C (-0.101, 1.170, -1.909)  -0.399
N (-0.692, 1.531, -2.835)  -0.375
H (0.395, 0.279, 2.646)  0.180
H (1.627, 1.130, 1.688)  -0.842
H (1.372, -0.605, 1.393)  -0.850
H (-0.631, 1.529, 0.683)  1.157
H (-0.822, -0.204, 0.365)  -1.287
H (1.316, -0.130, -0.975)  -0.284
H (1.463, 1.576, -0.621)  -0.591

Computed properties:
Spin multiplicity ... 1
Kohn-Sham gap ... 0.350 Eh
Highest occupied orbital energy ... -9.6 eV
Max |F| ... 0.0774 Eh/bohr